13
Properties=species:S:1:pos:R:3:forces:R:3 method="wB97M-V/def2-TZVPD" de_lowest_kcal_mol=12.7 fmax_ha_per_bohr=0.007
C -1.413934 1.622811 -0.404891 -0.02 0.04 0.03
C -0.324878 0.665557 -0.057829 0.05 0.05 0.04
N 0.818503 0.982033 0.485585 -0.23 -0.06 -0.12
C 1.525801 -0.197085 0.625091 0.14 -0.20 0.05
C 0.773368 -1.234203 0.157570 0.02 0.33 0.08
O 0.942451 -2.576134 0.066327 0.16 0.00 0.06
N -0.404358 -0.689615 -0.279979 0.08 -0.07 0.01
H -1.434454 1.858581 -1.474264 0.02 -0.07 0.11
H -1.220075 2.544636 0.143977 -0.07 -0.05 -0.08
H -2.400553 1.244112 -0.118317 0.13 0.03 -0.03
H 2.517810 -0.216997 1.060721 -0.21 -0.05 -0.10
H 1.790922 -2.793788 0.472029 -0.14 -0.04 -0.09
H -1.170603 -1.209908 -0.676020 0.07 0.09 0.04